Entry 1:
This record from the Open Molecules 2025 dataset describes an isolated ion of composition CH9N5OS and charge +2 in a non-equilibrium geometry. The level of theory is wB97M-V/def2-TZVPD.

Calculated values
energy above the lowest of the compared OMol25 structures with the same formula, charge and spin	37.16	kcal/mol
E_HOMO	-18.62	eV
M	139.18	g mol⁻¹
HOMO-LUMO gap	0.3265	hartree
net charge	+2
structure (SMILES)	N[N@@H+](S)NC(=O)N[NH3+]

Each line ends with the Mulliken charge.
Geometry (Å):
1 H -2.584 1.314 1.480  0.31
2 O 0.815 -0.718 1.176  -0.57
3 H 2.147 0.464 -1.462  0.34
4 N -2.027 1.404 0.594  -0.53
5 H 3.467 -1.601 -0.212  0.36
6 H -2.545 1.911 -0.150  0.32
7 N -0.427 0.157 -0.480  -0.09
8 H 2.285 -0.805 1.115  0.53
9 S -3.085 -1.021 -0.712  0.20
10 H -0.459 0.353 -1.559  0.37
11 N 2.957 -0.683 0.055  -0.26
12 H -3.847 -0.004 -0.522  0.21
13 N -1.593 0.131 0.236  -0.09
14 C 0.717 -0.285 0.069  0.52
15 H -1.297 -0.412 1.071  0.39
16 H 3.562 0.077 0.029  0.30
17 N 1.915 -0.281 -0.727  -0.31

Entry 2:
This record from the Open Molecules 2025 dataset describes C42H52AsCl2N8O3RuS2 as an isolated structure. The level of theory is wB97M-V/def2-TZVPD.

Calculated values
energy above the lowest of the compared OMol25 structures with the same formula, charge and spin	33.32	kcal/mol
E_HOMO (spin up / spin down)	-6.23 / -7.42	eV
M	1027.96	g mol⁻¹
HOMO-LUMO gap (spin up / spin down)	0.2465 / 0.2281	hartree
2S+1	6

Each line ends with the Löwdin spin population.
Geometry (Å):
1 O -1.067 2.399 0.338  0.10
2 C -0.434 -6.079 1.132  0.00
3 H 4.050 4.674 -1.987  0.00
4 C 2.540 1.187 1.290  0.11
5 N -3.897 -4.805 1.415  0.00
6 H 1.785 5.058 -0.209  0.00
7 C -4.598 -3.563 1.555  0.00
8 H -2.345 -0.629 5.357  0.00
9 H -1.698 1.222 -6.527  0.00
10 C -2.363 0.382 -4.651  0.00
11 C 4.462 -1.766 -2.747  0.00
12 H 0.273 -1.158 3.298  0.01
13 H 1.382 3.461 0.436  0.00
14 C 0.925 3.237 -2.172  0.01
15 H -2.079 6.070 0.119  0.00
16 H 3.066 4.025 0.428  0.00
17 H -3.899 2.912 1.174  0.00
18 H 3.266 1.952 -2.645  0.01
19 H 4.916 -1.629 -4.851  0.00
20 O -1.993 -0.222 0.858  0.05
21 H 5.748 -2.942 -4.017  0.00
22 C -4.929 -1.241 1.088  0.00
23 H 5.823 2.166 0.634  -0.01
24 C -1.927 -4.532 2.865  0.00
25 H -4.346 1.051 -4.264  0.00
26 H 2.067 -1.367 0.247  0.00
27 H -4.241 -0.618 -4.797  0.00
28 C -1.761 -5.801 0.868  0.00
29 C -0.699 -0.074 -3.158  0.03
30 H 0.687 1.219 -5.774  0.00
31 H -6.704 -0.349 1.887  0.00
32 C 4.795 2.007 0.325  0.03
33 N 0.277 0.385 -3.941  0.01
34 H -4.035 0.699 -5.974  0.00
35 As -1.592 3.787 1.078  0.02
36 H 2.505 5.401 -2.424  0.00
37 H -4.227 -5.367 0.645  0.00
38 C 2.843 -3.886 -0.037  0.00
39 H -3.873 4.673 1.492  0.00
40 H 4.407 1.406 2.293  0.02
41 H 3.271 -3.808 0.966  0.00
42 C 3.949 1.535 1.323  0.32
43 C 2.290 3.442 -1.532  0.02
44 H -0.165 -4.395 4.044  0.00
45 H 0.413 4.202 -2.251  0.00
46 H 2.889 0.305 4.232  0.01
47 C 2.367 1.184 3.841  0.03
48 C 2.748 -1.456 -0.589  0.01
49 C -2.872 -2.344 0.150  0.01
50 C -3.832 0.380 -4.953  0.00
51 H -4.575 -0.326 0.628  0.00
52 H -2.469 -3.333 -0.034  0.00
53 N -1.999 -0.089 -3.458  0.01
54 C -1.800 -1.510 0.787  0.01
55 H 0.551 4.549 2.051  0.00
56 O -0.733 -2.008 1.164  0.08
57 Cl -2.825 -3.614 4.045  0.00
58 S -0.254 -0.904 -1.655  0.19
59 C 3.058 4.461 -2.391  0.01
60 H 3.070 2.015 3.848  0.01
61 H -1.331 -1.777 4.619  0.00
62 H -3.059 -1.872 -0.820  0.00
63 H -7.497 -2.464 2.926  0.00
64 H 5.289 2.705 -1.601  0.02
65 N -1.463 -0.819 4.911  0.00
66 C -4.153 -2.391 0.950  0.00
67 N 0.521 0.579 2.283  0.26
68 C 3.070 -0.344 -1.367  0.02
69 N 1.821 0.977 0.139  0.31
70 C -1.419 0.859 -5.548  0.00
71 H 1.554 1.420 4.528  0.00
72 C -0.460 4.492 2.447  0.00
73 H 4.219 0.317 -3.077  0.00
74 H 1.201 -5.765 2.485  0.00
75 H -0.609 5.351 -0.595  0.00
76 H -3.431 3.510 2.774  0.00
77 H 3.175 4.104 -3.418  0.00
78 C 3.252 -2.712 -0.890  0.00
79 Ru -0.087 0.395 0.326  2.56
80 N 2.510 0.914 -1.067  0.06
81 H 0.279 2.583 -1.587  0.00
82 N -0.030 -0.193 3.287  0.03
83 C -5.802 -3.585 2.251  0.00
84 C 2.127 4.021 -0.128  0.00
85 C -0.103 0.844 -5.130  0.00
86 H 1.030 2.813 -3.167  0.00
87 H 0.125 -6.686 0.433  0.00
88 H -2.209 4.779 -1.107  0.00
89 H 4.517 -3.842 -2.207  0.00
90 C -6.565 -2.438 2.375  0.00
91 Cl -2.466 -6.454 -0.588  0.00
92 C 4.492 2.329 -0.971  0.33
93 H 1.757 -3.922 0.074  0.00
94 C 1.822 0.966 2.462  0.23
95 C -6.119 -1.256 1.795  0.00
96 H -0.816 5.487 2.712  0.00
97 H -0.492 3.829 3.308  0.00
98 H 3.179 -4.828 -0.472  0.00
99 S -1.711 1.706 4.148  0.01
100 C -1.628 5.156 -0.266  0.01
101 H 6.280 -1.273 -3.797  0.00
102 C -2.560 -5.010 1.710  0.00
103 C -1.042 0.180 4.080  0.01
104 C 5.403 -1.913 -3.916  0.00
105 H -6.114 -4.516 2.707  0.00
106 C -0.597 -4.792 3.135  0.00
107 C 4.115 -2.863 -1.968  0.00
108 C -3.399 3.717 1.710  0.00
109 C 0.160 -5.564 2.272  0.00
110 C 3.939 -0.515 -2.446  0.01
111 C 3.133 2.136 -1.579  0.04

Entry 3:
This record from the Open Molecules 2025 dataset describes C15H22FNO as an isolated structure in a non-equilibrium geometry. The level of theory is wB97M-V/def2-TZVPD.

Calculated values
energy above the lowest of the compared OMol25 structures with the same formula, charge and spin	362.74	kcal/mol
E_HOMO	-8.91	eV
M	251.34	g mol⁻¹
HOMO-LUMO gap	0.3568	hartree

Each line ends with the Mulliken charge.
Geometry (Å):
1 H -0.397 -1.308 0.003  0.64
2 H 2.623 2.103 -0.347  0.66
3 C -0.685 3.832 1.646  -0.62
4 H 1.541 -2.477 -0.061  0.27
5 C 1.316 3.374 3.503  -0.58
6 H 2.220 3.156 3.889  0.57
7 H -3.332 -1.372 -1.452  0.26
8 H -1.379 4.203 1.211  0.76
9 H -2.871 -3.331 -3.685  0.54
10 H -2.469 -4.134 -0.486  0.30
11 H -0.736 -0.863 -1.640  0.50
12 H -4.293 -2.936 -1.641  0.27
13 N -0.799 -2.991 -1.085  0.05
14 C 1.337 2.911 2.295  0.43
15 C -0.897 -3.325 -2.311  -0.66
16 F 0.274 2.797 0.011  -0.25
17 H 1.553 -2.282 -1.720  0.85
18 C -0.423 -1.547 -0.981  -1.15
19 C 2.221 -0.455 -0.857  -0.47
20 C 1.402 -1.666 -0.983  -1.37
21 C 2.718 1.636 0.462  -1.46
22 H -2.141 -1.853 -3.441  0.33
23 C -2.250 -2.927 -0.687  -0.83
24 H -1.539 4.939 3.476  0.42
25 H 0.666 0.597 0.613  0.28
26 C -3.160 -2.446 -1.547  -0.49
27 C 0.143 4.170 3.796  -0.20
28 H 3.686 1.329 0.492  0.64
29 H 3.183 -0.627 -1.099  0.50
30 H -0.060 -3.022 -3.045  0.30
31 C -0.795 4.359 3.037  -0.53
32 H -2.175 -2.392 0.135  0.56
33 C 1.776 0.260 0.440  0.02
34 H 0.341 4.228 5.159  0.11
35 H 1.644 0.305 -1.761  0.11
36 H -0.990 -4.460 -2.365  0.38
37 C -2.290 -2.791 -3.110  -1.05
38 H 2.155 -0.426 1.278  0.19
39 C 0.296 3.126 1.196  0.13
40 O 2.586 2.306 1.661  -0.45

Entry 4:
This record from the Open Molecules 2025 dataset describes a 2-piece molecular cluster, C3H3O3 overall in a non-equilibrium geometry. The level of theory is wB97M-V/def2-TZVPD.

Calculated values
energy above the lowest of the compared OMol25 structures with the same formula, charge and spin	21.50	kcal/mol
E_HOMO (spin up / spin down)	-13.70 / -15.92	eV
M	87.05	g mol⁻¹
HOMO-LUMO gap (spin up / spin down)	0.3294 / 0.2122	hartree
2S+1	3
net charge	+1

Each line ends with the Löwdin spin population.
Geometry (Å):
1 C -0.675 0.644 -0.313  0.81
2 O 5.881 -0.058 0.297  0.00
3 O -1.616 1.100 0.384  0.34
4 O 3.641 -0.059 0.028  0.00
5 C 4.757 -0.116 0.201  0.00
6 H 0.904 0.730 -1.626  0.07
7 C 0.296 0.214 -0.887  0.67
8 H -2.633 0.921 0.178  0.02
9 H 0.706 -0.874 -0.731  0.09

Repeat the third record exactly.
This record from the Open Molecules 2025 dataset describes C15H22FNO as an isolated structure in a non-equilibrium geometry. The level of theory is wB97M-V/def2-TZVPD.

Calculated values
energy above the lowest of the compared OMol25 structures with the same formula, charge and spin	362.74	kcal/mol
E_HOMO	-8.91	eV
M	251.34	g mol⁻¹
HOMO-LUMO gap	0.3568	hartree

Each line ends with the Mulliken charge.
Geometry (Å):
1 H -0.397 -1.308 0.003  0.64
2 H 2.623 2.103 -0.347  0.66
3 C -0.685 3.832 1.646  -0.62
4 H 1.541 -2.477 -0.061  0.27
5 C 1.316 3.374 3.503  -0.58
6 H 2.220 3.156 3.889  0.57
7 H -3.332 -1.372 -1.452  0.26
8 H -1.379 4.203 1.211  0.76
9 H -2.871 -3.331 -3.685  0.54
10 H -2.469 -4.134 -0.486  0.30
11 H -0.736 -0.863 -1.640  0.50
12 H -4.293 -2.936 -1.641  0.27
13 N -0.799 -2.991 -1.085  0.05
14 C 1.337 2.911 2.295  0.43
15 C -0.897 -3.325 -2.311  -0.66
16 F 0.274 2.797 0.011  -0.25
17 H 1.553 -2.282 -1.720  0.85
18 C -0.423 -1.547 -0.981  -1.15
19 C 2.221 -0.455 -0.857  -0.47
20 C 1.402 -1.666 -0.983  -1.37
21 C 2.718 1.636 0.462  -1.46
22 H -2.141 -1.853 -3.441  0.33
23 C -2.250 -2.927 -0.687  -0.83
24 H -1.539 4.939 3.476  0.42
25 H 0.666 0.597 0.613  0.28
26 C -3.160 -2.446 -1.547  -0.49
27 C 0.143 4.170 3.796  -0.20
28 H 3.686 1.329 0.492  0.64
29 H 3.183 -0.627 -1.099  0.50
30 H -0.060 -3.022 -3.045  0.30
31 C -0.795 4.359 3.037  -0.53
32 H -2.175 -2.392 0.135  0.56
33 C 1.776 0.260 0.440  0.02
34 H 0.341 4.228 5.159  0.11
35 H 1.644 0.305 -1.761  0.11
36 H -0.990 -4.460 -2.365  0.38
37 C -2.290 -2.791 -3.110  -1.05
38 H 2.155 -0.426 1.278  0.19
39 C 0.296 3.126 1.196  0.13
40 O 2.586 2.306 1.661  -0.45